Model w:
The molecule C5H12S. Source: the Open Molecules 2025 dataset; level of theory: wB97M-V/def2-TZVPD.

XYZ file:
```
18
C5H12S | the Open Molecules 2025 dataset | wB97M-V/def2-TZVPD
H 2.3989 1.2221 -0.5302
C -1.9948 -0.4264 1.2725
H 3.7168 0.4967 0.3786
C 2.8961 0.2802 -0.2867
H -2.6516 -0.9532 0.6018
H 3.1321 -0.3242 -1.1572
H -2.5408 0.0154 2.1160
S 1.5664 -0.6533 0.5987
H -0.5342 1.1584 1.1669
H -0.1684 -1.7306 -0.6919
H -2.0202 1.5664 0.3430
C -0.7257 0.3166 -0.7951
H -0.3515 1.1328 -1.4175
H 0.8795 -0.8739 -1.7179
C 0.4027 -0.8079 -0.7168
H -1.5382 -0.1367 -1.3695
C -1.3033 0.7443 0.5100
H -1.1636 -1.0267 1.6951
```

The SMILES is CCCCSC. The calculation puts the gap between HOMO and LUMO at 9.405 eV. The HOMO energy is -8.41 eV.

---

Model x:
A cluster of 2 separate species, C5H12S in total. Source: the Open Molecules 2025 dataset; level of theory: wB97M-V/def2-TZVPD.

XYZ file:
```
18
C5H12S | the Open Molecules 2025 dataset | wB97M-V/def2-TZVPD
C -2.6477 1.2400 1.2197
C -0.2728 -0.1022 2.3055
H -0.1615 -0.6095 -2.1305
H 2.4662 0.9193 -2.1339
H 0.3478 0.7306 2.6238
C 0.8514 -0.4103 -1.8044
C 1.7094 -1.5445 -1.2055
H 1.1240 -2.3928 -0.8881
H 2.5140 -1.6274 -1.9268
H 1.0406 1.2055 -3.1900
H 2.1972 -1.1473 -0.3096
S -1.1789 0.2519 0.7673
C 1.4430 0.6469 -2.3479
H -0.9601 -0.3705 3.1088
H 0.3152 -0.9669 2.0002
H -2.7110 1.3114 2.3048
H -3.5156 0.6724 0.8912
H -2.5614 2.1933 0.7156
```

The SMILES is C=CC.CSC. The calculation puts the gap between HOMO and LUMO at 9.384 eV. The HOMO energy is -8.32 eV.

---

Tell me which of them is the most stable. Sure, it is model w.

---

Model w:
A structure of composition C22H26AuN6O2. Source: the Open Molecules 2025 dataset; level of theory: wB97M-V/def2-TZVPD.

XYZ file:
```
57
C22H26AuN6O2 | the Open Molecules 2025 dataset | wB97M-V/def2-TZVPD
C -3.7263 -1.1192 0.3401
N -1.1392 -3.3827 -0.5872
O 2.4492 -0.9696 -0.8186
H -0.1622 -3.2672 -0.7881
H -4.1673 -1.1238 1.3380
H 0.9702 -1.8391 4.8098
H 0.3182 -1.6507 -2.3243
C -1.8864 -2.3436 -0.2338
C 0.8698 2.9155 -0.6442
H -1.4263 -1.4296 -2.6680
C 1.1689 1.2335 2.5941
H -0.1273 2.8976 -5.1828
H -5.0379 -3.3714 -0.1045
C 1.4581 0.2412 4.7380
H 1.8806 5.6257 1.0749
C -0.2839 1.0034 -4.1927
C 1.2825 2.3659 1.6435
C 0.3935 2.3085 -1.9119
H 1.9099 2.2993 4.2806
C 1.2138 4.2305 -0.4063
H 1.7510 0.3061 5.7774
H -0.8946 -2.4281 2.3049
H -0.5190 0.4512 -5.0924
C -0.4133 -1.1753 -2.9762
C -0.2117 0.3036 -2.9882
C 1.6399 3.6717 1.9131
H -3.7665 -4.3421 0.6485
C 1.0211 -0.9466 4.2012
N -3.1925 -2.4260 -0.0415
C 1.5441 1.3545 3.9053
C 0.6366 -1.0393 2.8640
H 4.1104 0.1742 -0.2593
H 1.1647 4.9705 -1.1926
H 1.9184 3.9812 2.9102
C 3.6026 -0.1643 -1.1607
C 0.3193 3.0198 -3.0788
C 0.1930 -2.3597 2.3261
C 1.6118 4.5967 0.8747
N 0.0744 0.9685 -1.8578
H 4.2830 -0.7211 -1.7997
C -3.9896 -3.6514 -0.1636
Au 0.1966 0.2730 0.0779
N 0.9609 2.0460 0.3789
H 0.5868 -2.5310 1.3278
H -0.2686 -1.5637 -3.9819
H 2.7662 -1.7934 -0.4324
H -1.5476 -4.2914 -0.7442
C -2.4799 -0.2751 0.3140
N 0.6834 0.0501 2.0794
N -1.3961 -1.0832 -0.0433
H -3.8223 -4.1172 -1.1342
H 0.5660 -3.1510 2.9725
C -0.0539 2.3582 -4.2479
O -2.3581 0.9032 0.5548
H 0.5648 4.0721 -3.0914
H -4.4550 -0.7531 -0.3846
H 3.2159 0.6880 -1.7167
```

As for the charge: +3. The calculation puts the gap between HOMO and LUMO at 7.489 eV. The HOMO energy is -18.08 eV.

---

Model x:
A structure of composition C22H26AuN6O2. Source: the Open Molecules 2025 dataset; level of theory: wB97M-V/def2-TZVPD.

XYZ file:
```
57
C22H26AuN6O2 | the Open Molecules 2025 dataset | wB97M-V/def2-TZVPD
C -0.7730 -1.8752 4.2923
C -1.6249 -0.9296 3.7192
H 1.7514 3.7409 3.0076
C -2.3245 1.7550 -0.2655
Au -0.0127 0.1573 0.0105
H 3.4188 4.1939 3.0657
N 2.6967 3.5961 2.6949
C 0.3092 -2.3131 3.5726
C -1.3416 2.8393 -3.7309
N 1.9556 1.8352 1.3127
H 0.9231 -2.7821 -1.8858
C 2.5785 1.0131 0.5080
C 0.1839 1.1774 -2.8671
C -2.0443 2.7902 -2.5257
H 0.2732 1.9849 -4.8405
H 4.6057 0.3564 0.8257
H 2.6350 -2.3366 2.1018
C -3.4907 2.3676 0.1555
H -1.6734 3.4878 -4.5309
N 4.1686 2.3621 1.3649
N -0.2009 -0.8374 1.7922
H 0.8037 -0.6907 -3.6007
H 1.5038 -3.4681 1.3923
C 2.9596 2.6414 1.8265
H 1.8280 -0.1128 -2.2813
H 5.4003 4.0610 1.5552
H -3.9855 3.1014 -0.4638
O -0.8929 -1.9330 -1.4694
C -4.0138 2.0237 1.3963
H -0.4488 -3.6137 -2.6363
C 0.5863 -1.8008 2.2995
H 4.4122 1.4596 -0.5490
H 5.5988 2.8323 2.8427
C 1.7115 -2.4045 1.5252
C 4.0621 1.2315 0.4596
H -0.1417 -3.8071 -0.8944
H 1.8686 -1.9591 0.5512
H 1.9548 0.6064 -3.8912
H -0.9843 -2.2771 5.2744
O 2.0183 0.0912 -0.2033
C -0.1022 -3.1131 -1.7342
H -3.7645 0.8688 3.1925
H -2.5124 -0.6044 4.2425
C -3.3652 1.1077 2.2177
H 6.2353 2.5470 1.2179
C 5.4209 2.9948 1.7796
C -2.1992 0.5200 1.7647
H -2.9414 3.3766 -2.3895
C -0.2569 2.0163 -3.8985
H 0.9622 -3.0809 3.9657
C -1.3292 -0.4352 2.4780
C -1.5934 1.9681 -1.5294
H -1.8111 -2.2140 -1.3840
H -4.9295 2.4896 1.7363
N -0.4449 1.2181 -1.6797
C 1.2676 0.1939 -3.1555
N -1.7594 0.8379 0.5364
```

As for the charge: +3. The calculation puts the gap between HOMO and LUMO at 7.592 eV. The HOMO energy is -17.85 eV.

---

Tell me which of them is the most stable. Sure, it is model x.

---

Model w:
A cluster of 2 separate species, C6H13P in total. Source: the Open Molecules 2025 dataset; level of theory: wB97M-V/def2-TZVPD.

XYZ file:
```
20
C6H13P | the Open Molecules 2025 dataset | wB97M-V/def2-TZVPD
C -0.6539 0.4470 -0.9770
H 0.6912 -2.2314 1.3219
H 2.9986 -0.1403 1.3839
H -0.8382 1.3892 1.8924
H 1.0058 -2.0971 -0.6009
C -0.2543 -0.0993 -2.3153
C -1.6201 1.3528 -0.9276
H -1.5113 -0.3756 1.8240
P 0.4018 0.0482 0.4640
H -0.5672 -2.1231 -0.0537
H -2.1228 1.3930 -1.9127
H -0.2670 0.1581 2.8785
C -0.7745 0.3596 1.9136
H -0.6985 0.5184 -3.0625
H 0.9199 0.0683 -2.3993
C 2.7748 0.8404 1.0071
H 2.4853 1.4833 1.8026
H -0.4340 -1.1272 -2.4571
C 0.4452 -1.8406 0.3062
H -1.9806 1.9762 -0.0881
```

The calculation puts the gap between HOMO and LUMO at 8.134 eV. The HOMO energy is -7.47 eV.

---

Model x:
A cluster of 3 separate species, C6H13P in total. Source: the Open Molecules 2025 dataset; level of theory: wB97M-V/def2-TZVPD.

XYZ file:
```
20
C6H13P | the Open Molecules 2025 dataset | wB97M-V/def2-TZVPD
H -4.2078 -4.3647 -0.5953
H -4.0396 -2.7630 -1.4433
H 2.8781 2.6421 1.7269
H -0.9700 1.8097 0.8501
H 4.1786 0.6706 0.8606
C -1.1980 0.0306 -1.3230
H -2.6068 1.9037 1.3280
H -2.4937 -3.6735 -0.9704
H -0.0815 0.0138 -1.1426
C 3.9650 2.5478 1.6813
C -1.9666 0.2343 0.0203
H -2.1079 2.3012 -0.3455
C -3.5558 -3.7016 -1.1004
C 4.6109 1.5513 1.1986
H -1.4173 1.0148 -1.8080
P -2.6567 -1.0496 0.8658
H -1.6252 -0.7929 -1.7569
C -1.9534 1.6340 0.5188
H 4.4515 3.3864 2.0611
H 5.7620 1.4722 1.3173
```

The calculation puts the gap between HOMO and LUMO (spin up / spin down) at 8.107 / 8.082 eV. The HOMO energy (spin up / spin down) is -8.63 / -7.93 eV.

---

Tell me which of them is the most stable. Sure, it is model w.

---

Model w:
The molecule C4H2N2O. Source: the Open Molecules 2025 dataset; level of theory: wB97M-V/def2-TZVPD.

XYZ file:
```
9
C4H2N2O | the Open Molecules 2025 dataset | wB97M-V/def2-TZVPD
H 0.6957 -1.7721 -0.1208
C -1.2488 1.1876 0.4356
N -2.9260 0.2815 1.4516
H 2.2148 -1.2902 -0.8433
C -2.5475 0.6594 0.4126
C 1.0233 0.2531 -0.3680
O 1.7191 1.1902 -0.7032
C -0.2367 0.5488 0.2228
N 1.3061 -1.0584 -0.4872
```

The SMILES is N#CC#CC(N)=O. The calculation puts the gap between HOMO and LUMO at 9.660 eV. The HOMO energy is -10.42 eV.

---

Model x:
The molecule C4H2N2O. Source: the Open Molecules 2025 dataset; level of theory: wB97M-V/def2-TZVPD.

XYZ file:
```
9
C4H2N2O | the Open Molecules 2025 dataset | wB97M-V/def2-TZVPD
H -1.1321 -1.7369 -0.2953
O 1.8967 -0.9802 0.3069
C -0.5431 1.4747 -0.0396
C 0.0487 0.4353 0.0274
N -0.0897 3.5767 0.1598
H 0.2122 -2.8288 -0.0909
N -0.1541 -1.8916 -0.1085
C -0.9463 2.8135 -0.0525
C 0.7077 -0.8628 0.0928
```

The SMILES is N#CC#CC(N)=O. The calculation puts the gap between HOMO and LUMO at 9.981 eV. The HOMO energy is -10.51 eV.

---

Tell me which of them is the most stable. Sure, it is model x.

---

Model w:
The ion C2H9N5 with charge +2. Source: the Open Molecules 2025 dataset; level of theory: wB97M-V/def2-TZVPD.

XYZ file:
```
16
C2H9N5 | the Open Molecules 2025 dataset | wB97M-V/def2-TZVPD
N 1.7683 -0.0797 0.1807
H 1.6953 2.4185 0.6938
H 2.7115 -1.6865 1.0546
H 1.1679 -2.1311 0.3639
H -1.0176 0.8993 -1.5403
H -3.3269 -0.6610 0.4728
H -3.1968 -0.1892 -1.1734
C -1.6087 -0.1133 0.1080
N -0.7273 0.4612 -0.6557
N 0.9725 2.0658 0.1192
C 0.8748 0.7532 0.0092
H -1.2742 -0.5405 1.0822
H 2.5278 -1.9295 -0.4819
N -2.7666 -0.4095 -0.2906
N 1.9742 -1.5126 0.3030
H 0.2257 2.6549 -0.2454
```

The SMILES is N/C=[NH+]/C(N)=N\[NH3+]. As for the charge: +2. The calculation puts the gap between HOMO and LUMO at 11.150 eV. The HOMO energy is -18.94 eV.

---

Model x:
A cluster of 2 separate species, C2H9N5 in total. Source: the Open Molecules 2025 dataset; level of theory: wB97M-V/def2-TZVPD.

XYZ file:
```
16
C2H9N5 | the Open Molecules 2025 dataset | wB97M-V/def2-TZVPD
N 1.5361 0.6491 -2.4506
N 1.6183 0.9305 -3.6072
N -0.3801 -0.1377 1.5868
H 2.5635 1.2064 -4.0867
C -1.2234 -0.7773 -0.4476
H 0.8001 0.7220 -4.1607
H -0.5340 -1.1260 3.1856
H 0.0226 0.8734 3.1985
C -0.4724 0.0519 0.2305
N 0.1699 0.8353 2.2437
H -1.6922 -1.6845 0.0028
H 0.2537 1.7513 1.7304
H -1.0563 -2.0957 1.7792
H -1.4137 -0.7359 -1.5026
N -0.8275 -1.1690 2.2361
H 0.0326 0.9208 -0.0752
```

As for the charge: +2. The calculation puts the gap between HOMO and LUMO (spin up / spin down) at 7.813 / 3.703 eV. The HOMO energy (spin up / spin down) is -18.46 / -15.41 eV.

---

Tell me which of them is the most stable. Sure, it is model w.

---

Model w:
The ion C4H11N3 with charge -1. Source: the Open Molecules 2025 dataset; level of theory: wB97M-V/def2-TZVPD.

XYZ file:
```
18
C4H11N3 | the Open Molecules 2025 dataset | wB97M-V/def2-TZVPD
H -0.1700 -1.7733 2.6804
C -0.8182 1.8128 -0.2117
H -0.9421 -1.8336 1.1197
N 1.8041 -0.5231 1.9860
H -1.4539 1.3538 0.5441
H 0.3101 1.2379 -1.9650
H -1.3948 0.9683 -2.1233
N 0.8381 -0.6926 -0.1608
H 2.4901 -0.0458 1.4042
C -0.2987 -0.5517 -1.0693
N -0.1076 -1.7697 1.6754
H 0.1212 2.0879 0.2741
H 1.7139 -0.7628 -0.6676
C 0.9191 -1.0052 1.1899
H -1.1472 -1.1180 -0.7031
C -0.5713 0.9058 -1.4095
H -1.3037 2.7350 -0.5471
H 0.0109 -1.0258 -2.0163
```

The spin multiplicity is 2. As for the charge: -1. The calculation puts the gap between HOMO and LUMO (spin up / spin down) at 3.135 / 9.066 eV. The HOMO energy (spin up / spin down) is 1.22 / -4.91 eV.

---

Model x:
The ion C4H11N3 with charge -1. Source: the Open Molecules 2025 dataset; level of theory: wB97M-V/def2-TZVPD.

XYZ file:
```
18
C4H11N3 | the Open Molecules 2025 dataset | wB97M-V/def2-TZVPD
H -0.0384 -0.2352 -2.5780
C -1.1005 0.1590 -0.0887
H -0.3638 1.9270 1.5329
H 2.0411 -0.0160 0.4194
H -2.6123 0.3892 1.2876
N 1.2423 -0.6418 0.5223
C -1.5371 0.2624 1.3650
H 0.8683 -0.4538 1.4502
H -1.2904 1.1009 -0.6072
H 2.1047 -0.3278 -3.0476
C 0.2812 -0.3292 -0.4648
N 1.9625 -0.7489 -2.1408
H 2.1689 -1.7398 -2.1763
H -1.2894 -0.6766 1.8503
N -0.9607 1.3786 2.1579
C 0.6058 -0.4792 -1.7425
H -1.8297 -0.5417 -0.5093
H -0.2526 0.9728 2.7697
```

The spin multiplicity is 2. As for the charge: -1. The calculation puts the gap between HOMO and LUMO (spin up / spin down) at 1.707 / 8.355 eV. The HOMO energy (spin up / spin down) is 1.79 / -4.30 eV.

---

Tell me which of them is the most stable. Sure, it is model w.